Density functional theory data (ωB97M-V/def2-TZVPD) for a single C4H10N4 molecule at a distorted geometry.

Values from the calculation:
SMILES: Cn1ccn(C)[nH][nH]1
ΔE to the lowest compared entry with this formula, charge and spin in kcal per mole: 142.98

Each line ends with the Löwdin charge.
Atoms and positions in Å:
C: -0.46201 1.12223 -0.50512  -0.123
C: -0.33313 0.00558 -1.36581  -0.171
N: 0.74909 -0.08701 1.13853  -0.041
N: 1.16161 -1.05332 0.21986  -0.001
N: 0.17566 1.11006 0.70559  -0.223
N: 0.30565 -1.10771 -0.91028  -0.204
C: 0.08048 2.30577 1.57714  -0.035
C: -0.47853 -2.34665 -1.31373  -0.023
H: -1.16113 1.97060 -0.82227  0.121
H: -0.87957 0.13267 -2.27840  0.080
H: 1.58641 0.08824 1.71906  0.132
H: 0.97729 -1.88862 0.67295  0.079
H: 1.05611 2.68402 1.78995  0.063
H: -0.47177 3.09888 1.15230  0.063
H: -0.40855 1.96633 2.51633  0.089
H: -0.55641 -3.01017 -0.45727  0.075
H: 0.09838 -2.77455 -2.07778  0.054
H: -1.43959 -2.21634 -1.76105  0.066

Density functional theory data (ωB97M-V/def2-TZVPD) for a single C2H8NPS molecule at a distorted geometry.

Values from the calculation:
SMILES: CSP(C)N
ΔE to the lowest compared entry with this formula, charge and spin in kcal per mole: 3.61

Each line ends with the Löwdin charge.
Atoms and positions in Å:
C: -2.63702 0.92741 -0.12795  -0.494
C: 1.20404 -1.72254 0.07139  -0.336
N: 1.83737 0.92024 -0.00320  -0.372
P: 0.79624 -0.03777 0.81012  0.546
S: -0.88466 0.53381 -0.64053  0.422
H: -3.26240 0.08730 -0.44095  -0.001
H: -3.07257 1.88859 -0.60058  0.052
H: 2.15377 -1.60505 -0.44491  0.016
H: 1.29451 -2.47928 0.87107  0.029
H: 0.44557 -1.99946 -0.62047  -0.012
H: 2.82871 0.67342 -0.36043  0.094
H: 1.97776 1.82328 0.52257  0.047
H: -2.68132 0.99006 0.96388  0.008

Density functional theory data (ωB97M-V/def2-TZVPD) for C32H40BrCoN4O7P as an isolated structure at a distorted geometry.

Values from the calculation:
Expectation value of S²: 0.80
ΔE to the lowest compared entry with this formula, charge and spin in kcal per mole: 50.49
2S+1: 2

Each line ends with the Löwdin charge.
Atoms and positions in Å:
Co: -0.10286 -0.65876 0.52363  0.209
O: 4.75274 -1.62946 -0.46617  0.063
C: 4.64134 -0.87366 -1.59017  -0.277
C: 5.57244 -0.98066 -2.61657  -0.031
C: 5.49384 -0.15966 -3.72677  -0.098
C: 4.46174 0.75634 -3.83547  -0.098
C: 3.49804 0.82224 -2.84227  -0.030
C: 3.58404 0.03364 -1.70587  -0.086
C: 2.56404 0.11184 -0.57887  -0.421
O: 1.60434 -0.82406 -0.70907  -0.287
N: 1.96374 1.45304 -0.56867  0.030
N: 0.70054 1.55264 -0.25587  -0.011
C: 0.17744 2.69884 0.02513  -0.201
C: -1.19656 2.82044 0.36123  -0.492
Br: -2.01186 1.07004 0.72143  1.016
C: -2.01006 3.88834 0.53083  -0.118
C: -1.81536 5.30904 0.32083  -0.214
C: -2.87076 6.14744 0.71403  -0.047
C: -2.81106 7.51494 0.54663  -0.088
C: -1.68686 8.09634 -0.01937  -0.094
C: -0.63476 7.28944 -0.42047  -0.084
C: -0.69756 5.91724 -0.26037  -0.030
H: 5.52994 -2.19776 -0.55117  0.113
H: 6.36584 -1.71336 -2.52767  0.109
H: 6.24614 -0.24026 -4.49767  0.099
H: 4.40534 1.41274 -4.69187  0.096
H: 2.66754 1.50364 -2.94147  0.110
H: 3.12354 0.00674 0.37143  0.126
H: 2.59524 2.20704 -0.29427  0.153
H: 0.79404 3.59754 0.06743  0.116
H: -3.00566 3.64344 0.88043  0.081
H: -3.75636 5.70464 1.14683  0.107
H: -3.64656 8.13154 0.84783  0.102
H: -1.63306 9.16694 -0.15007  0.099
H: 0.23954 7.73224 -0.87817  0.104
H: 0.12034 5.31554 -0.61827  0.089
C: -4.62766 -0.41216 -1.54557  -0.125
N: -4.86816 -0.52666 -0.12787  -0.200
C: -6.20536 -0.94016 0.21783  -0.132
C: -3.04376 -2.13486 0.96993  0.192
C: -2.39496 -2.36896 -0.22407  -0.309
C: -2.97736 -3.29996 -1.13937  -0.040
C: -2.50026 -3.48396 -2.40717  -0.078
C: -1.41646 -2.73296 -2.85577  -0.023
C: -0.77486 -1.87546 -1.96867  -0.097
C: -1.20866 -1.70556 -0.67177  -0.200
H: -5.32276 0.27724 -2.04927  0.088
H: -4.72236 -1.39836 -2.00027  0.076
H: -3.60956 -0.06196 -1.70187  0.064
H: -4.64246 0.34194 0.34053  0.052
H: -6.38656 -1.93446 -0.19027  0.079
H: -6.98446 -0.26276 -0.16237  0.081
H: -6.28296 -0.98236 1.30193  0.079
H: -3.92946 -2.68886 1.22763  0.089
H: -2.65016 -1.47506 1.71653  0.039
H: -3.83636 -3.85406 -0.78947  0.115
H: -2.95766 -4.21016 -3.06547  0.105
H: -1.05896 -2.82816 -3.87197  0.114
H: 0.10744 -1.35226 -2.30257  0.103
O: -0.67886 -1.15986 2.78523  -0.029
C: 0.25684 -0.42956 3.10823  -0.536
C: 0.72944 -0.11366 4.51753  -0.080
C: 1.90134 0.82334 4.27023  -0.080
C: 1.96184 0.95294 2.74173  -0.502
O: 2.77824 1.63444 2.15363  0.043
N: 0.98964 0.19444 2.17663  0.108
H: 1.01264 -1.03556 5.02653  0.115
H: -0.08176 0.34694 5.08063  0.119
H: 2.85274 0.42934 4.62913  0.118
H: 1.76824 1.81234 4.70893  0.117
C: 2.09014 -3.53206 -1.76867  -0.085
O: 1.08324 -3.64746 -0.78217  -0.278
P: 0.85274 -2.71796 0.49513  0.812
O: 2.32224 -2.98946 1.15603  -0.271
C: 2.82074 -2.43306 2.35033  -0.100
O: -0.10916 -3.74336 1.29223  -0.299
C: 0.11404 -5.14506 1.28833  -0.110
H: 1.66574 -3.89256 -2.70717  0.088
H: 2.94314 -4.15436 -1.49087  0.093
H: 2.40364 -2.49776 -1.88277  0.066
H: 3.74924 -2.96726 2.56573  0.094
H: 2.11794 -2.56786 3.17623  0.087
H: 3.04164 -1.37396 2.22183  0.071
H: 1.17894 -5.37516 1.35963  0.084
H: -0.27696 -5.57926 0.36743  0.083
H: -0.41616 -5.55486 2.14823  0.086

Density functional theory data (ωB97M-V/def2-TZVPD) for C27H21AgCl2N5O2S as an isolated structure.

Values from the calculation:
Charge: -1
E_tot in eV: -79768.2104

Each line ends with the Löwdin charge.
Atoms and positions in Å:
Ag: 1.01287 -1.40661 -1.86781  0.598
N: -1.67105 -2.92426 1.04030  0.051
C: -0.53020 -2.92384 0.29083  -0.936
S: -0.64527 -3.39835 -1.36076  0.433
N: 0.56029 -2.60765 0.98264  -0.022
N: 1.61801 -2.34556 0.23176  -0.032
C: 2.79764 -2.30009 0.74749  -0.207
C: 3.05735 -2.57721 2.18549  -0.186
C: 3.66329 -1.62515 3.00336  -0.048
C: 3.87142 -1.87830 4.35203  -0.096
C: 3.47304 -3.08809 4.90164  -0.110
C: 2.86141 -4.04036 4.09640  -0.089
C: 2.65162 -3.78541 2.74984  -0.032
C: 3.89073 -1.97192 -0.18654  -0.204
C: 5.23316 -2.03563 0.21086  -0.023
C: 6.23148 -1.76735 -0.70504  -0.083
C: 5.88421 -1.43936 -2.00684  -0.086
C: 4.53516 -1.39912 -2.31951  -0.142
N: 3.56513 -1.65332 -1.45119  0.078
H: -2.52418 -2.89325 0.51171  0.047
H: -1.63142 -2.35205 1.87081  0.086
H: 3.95651 -0.67388 2.57372  0.118
H: 4.33738 -1.12577 4.97690  0.095
H: 3.63537 -3.28715 5.95417  0.092
H: 2.53884 -4.98215 4.52360  0.096
H: 2.16115 -4.51788 2.12270  0.114
H: 5.47562 -2.30724 1.22837  0.103
H: 7.27289 -1.81820 -0.41140  0.100
H: 6.63181 -1.22260 -2.75787  0.092
H: 4.21088 -1.14520 -3.32395  0.106
Cl: -4.19898 4.25448 1.04506  0.710
C: -4.93459 2.75792 0.57268  -0.593
C: -6.25987 2.53066 0.90113  -0.121
C: -6.85718 1.33640 0.53204  -0.097
C: -6.13640 0.39058 -0.17706  -0.116
C: -4.81779 0.64341 -0.51897  -0.585
Cl: -3.93743 -0.52501 -1.43552  0.743
C: -4.16964 1.82550 -0.13760  -0.322
N: -2.82594 2.07289 -0.42700  0.058
C: -2.47001 2.93923 -1.47485  -0.213
C: -3.42473 3.50983 -2.31582  -0.037
C: -3.04289 4.32539 -3.37114  -0.105
C: -1.70153 4.57464 -3.60478  -0.110
C: -0.75156 4.02405 -2.75278  -0.040
C: -1.10984 3.22804 -1.67367  -0.154
C: -0.05088 2.64805 -0.76904  -0.064
C: 0.24515 1.18818 -1.16613  -0.690
O: -0.46703 0.28856 -0.64506  -0.105
O: 1.16229 0.99407 -1.99851  -0.094
H: -6.80640 3.28017 1.45678  0.098
H: -7.89069 1.14629 0.79128  0.100
H: -6.59164 -0.54163 -0.48478  0.100
H: -2.19671 1.26435 -0.37101  0.092
H: -4.47366 3.29404 -2.14978  0.108
H: -3.79947 4.74616 -4.02354  0.094
H: -1.39292 5.18869 -4.44223  0.090
H: 0.30072 4.22205 -2.92155  0.112
H: -0.39391 2.66381 0.26574  0.116
H: 0.86842 3.22214 -0.86761  0.110

Density functional theory data (ωB97M-V/def2-TZVPD) for C19H45Li4N3O9 as an isolated structure at a distorted geometry.

Values from the calculation:
Charge: +2
ΔE to the lowest compared entry with this formula, charge and spin in kcal per mole: 270.21

Each line ends with the Löwdin charge.
Atoms and positions in Å:
Li: -7.01610 4.51194 2.12587  0.821
Li: -4.44559 0.09483 5.18874  0.864
Li: -2.72556 -3.60191 2.09637  0.858
Li: -6.13094 0.89301 -1.44909  0.824
C: -2.97618 0.83658 1.16640  -1.158
O: -2.87226 0.58093 -0.02200  -0.072
O: -2.42484 0.24426 2.09609  -0.091
O: -4.07433 1.30308 1.51724  -0.163
C: 4.60292 5.97654 4.00089  -0.107
O: 5.68744 6.76597 4.49210  -0.175
C: 6.88161 6.02234 4.47489  -0.230
C: 8.02902 6.71344 5.24410  -0.237
N: 7.59825 7.30268 6.47032  -0.066
C: 8.72383 7.54022 7.37783  -0.182
C: 9.83440 8.51714 6.83382  -0.220
O: 9.27560 9.72629 6.41216  -0.185
C: 9.99796 10.93341 6.45693  -0.119
H: 4.65083 4.95993 4.39115  0.082
H: 4.78789 5.92366 2.92800  0.078
H: 3.57961 6.34797 3.94625  0.082
H: 7.27613 5.74341 3.49782  0.123
H: 6.79502 5.16220 5.13878  0.115
H: 8.48029 7.51512 4.65950  0.112
H: 8.86498 6.04610 5.45372  0.122
H: 7.05244 8.13016 6.27673  0.113
H: 9.23767 6.61398 7.63503  0.109
H: 8.33582 7.83975 8.35141  0.109
H: 10.44372 7.97912 6.10762  0.110
H: 10.54220 8.80884 7.60972  0.114
H: 9.58733 11.73246 5.83968  0.086
H: 10.95568 10.87304 5.93999  0.079
H: 10.30166 11.35780 7.41390  0.085
C: 3.77172 -3.78457 1.39965  -0.066
O: 2.82141 -4.33925 0.46643  -0.216
C: 1.57661 -3.71681 0.40636  -0.215
C: 0.89278 -4.74048 -0.60671  -0.184
N: -0.54979 -4.53524 -0.59034  -0.094
C: -1.29675 -5.70729 -1.24427  -0.159
C: -2.84837 -5.57207 -1.37778  -0.291
O: -3.51908 -6.54597 -2.12211  -0.167
C: -3.88529 -7.73155 -1.27717  -0.029
H: 3.91052 -2.71180 1.26560  0.086
H: 4.72692 -4.30910 1.37568  0.093
H: 3.30424 -3.92210 2.37466  0.080
H: 1.58263 -2.68693 0.04937  0.123
H: 1.03606 -3.74478 1.35247  0.101
H: 1.07065 -5.72333 -0.17025  0.121
H: 1.19677 -4.66245 -1.65055  0.127
H: -0.74191 -3.67041 -1.07537  0.103
H: -1.03903 -6.69785 -0.86950  0.118
H: -0.96577 -5.67469 -2.28229  0.116
H: -3.05791 -4.56382 -1.73506  0.115
H: -3.28606 -5.43529 -0.38894  0.080
H: -3.43849 -7.62533 -0.28864  0.074
H: -3.52222 -8.61990 -1.79399  0.092
H: -4.96861 -7.74812 -1.15782  0.083
C: -8.10066 -2.50184 -2.50787  -0.148
O: -7.42287 -2.29212 -3.69603  -0.213
C: -8.18181 -2.55988 -4.86539  -0.207
C: -7.34286 -2.40014 -6.12730  -0.197
N: -6.46800 -1.21536 -6.05498  -0.062
C: -5.43488 -1.36801 -7.12416  -0.155
C: -4.56392 -2.67288 -6.82164  -0.243
O: -5.04334 -3.62337 -7.67469  -0.190
C: -4.19285 -4.71016 -7.84949  -0.106
H: -9.13258 -2.15327 -2.46610  0.089
H: -7.51564 -2.04692 -1.70856  0.066
H: -8.11810 -3.56937 -2.28835  0.091
H: -8.98285 -1.82671 -4.77102  0.114
H: -8.63736 -3.54289 -4.74601  0.125
H: -7.95071 -2.44591 -7.03092  0.127
H: -6.87894 -3.38335 -6.20586  0.112
H: -6.93428 -0.32988 -6.19137  0.100
H: -4.87482 -0.43307 -7.10580  0.103
H: -5.85353 -1.35429 -8.13046  0.113
H: -4.60001 -2.93521 -5.76429  0.120
H: -3.51459 -2.41719 -6.96870  0.115
H: -3.24638 -4.71076 -7.30885  0.086
H: -3.96225 -4.84526 -8.90621  0.095
H: -4.67395 -5.58748 -7.41711  0.089

Density functional theory data (ωB97M-V/def2-TZVPD) for an isolated ion of composition C6H2N and charge +1 at a distorted geometry.

Values from the calculation:
Charge: +1
ΔE to the lowest compared entry with this formula, charge and spin in kcal per mole: 144.11

Each line ends with the Löwdin charge.
Atoms and positions in Å:
C: -1.08503 1.03919 0.44991  0.174
C: -1.77161 0.09132 -0.31800  0.140
C: 0.13203 1.41581 0.11941  0.205
C: 0.78903 -1.00292 0.11215  -0.261
C: -1.18974 -0.46036 -1.36056  0.318
C: -0.00727 -0.00166 -0.45404  -0.207
N: 1.50829 -1.90917 -0.25639  0.308
H: 0.89001 2.01407 0.45729  0.124
H: 0.73427 -1.18628 1.25022  0.199